(1)
ORCA calculation (wB97M-V/def2-TZVPD) on a molecular structure, C27H35BCl2N8OS2Tb at a distorted geometry.

## Properties
<S²>: 16.446
Calculated total energy: -112353.9139 eV

Structure (ORCA input):
```
! wB97M-V def2-TZVPD RIJCOSX def2/J DEFGRID3
* xyz 2 8
Tb -0.64 -0.89 0.28
C 1.19 -3.53 2.18
C 1.83 -2.18 2.23
C 3.05 -1.82 2.80
C 3.16 -0.46 2.58
N 2.06 -0.04 1.93
N 1.23 -1.10 1.71
B 1.80 1.35 1.28
N 0.37 1.85 1.65
C 0.07 2.95 2.36
C -1.28 2.99 2.59
C -1.78 1.84 1.97
C -3.18 1.34 1.90
N -0.77 1.15 1.40
N 1.96 1.09 -0.24
C 3.00 1.43 -1.02
C 2.90 0.73 -2.20
C 1.74 -0.04 -2.07
C 1.14 -0.98 -3.05
N 1.18 0.18 -0.88
N 2.78 2.38 1.78
C 3.09 2.64 3.09
C 3.78 3.82 3.13
C 3.86 4.24 1.78
C 4.50 5.47 1.27
N 3.24 3.37 1.01
H 1.94 -4.28 1.92
H 0.79 -3.80 3.16
H 0.39 -3.55 1.44
H 3.75 -2.46 3.29
H 3.95 0.20 2.83
H 0.82 3.65 2.68
H -1.83 3.74 3.12
H -3.85 2.17 1.67
H -3.28 0.57 1.13
H -3.49 0.93 2.87
H 3.71 2.16 -0.70
H 3.58 0.76 -3.03
H 1.44 -0.71 -4.06
H 1.47 -2.01 -2.86
H 0.04 -0.95 -2.98
H 2.77 1.99 3.88
H 4.21 4.31 3.98
H 5.42 5.67 1.82
H 4.71 5.40 0.21
H 3.84 6.33 1.44
Cl -1.47 -1.65 3.03
C -2.84 -2.66 2.58
Cl -3.05 -2.43 0.84
H -3.74 -2.33 3.10
H -2.63 -3.71 2.79
O -0.58 -2.94 -0.68
S -0.45 -3.97 -1.79
C -1.81 -3.59 -2.97
C -3.02 -4.43 -2.57
C -2.46 -5.77 -2.11
C -1.32 -5.46 -1.15
H -1.44 -3.86 -3.96
H -1.99 -2.52 -2.93
H -3.69 -4.55 -3.41
H -3.57 -3.94 -1.76
H -2.09 -6.33 -2.97
H -3.22 -6.38 -1.62
H -0.60 -6.28 -1.09
H -1.67 -5.22 -0.15
S -2.60 -0.29 -1.66
C -2.50 1.31 -2.32
C -1.47 2.18 -1.94
C -1.39 3.42 -2.52
C -2.33 3.82 -3.47
C -3.37 2.96 -3.83
C -3.46 1.71 -3.26
H -0.73 1.86 -1.20
H -0.59 4.09 -2.25
H -2.25 4.79 -3.94
H -4.10 3.27 -4.56
H -4.25 1.03 -3.53
*
```

(2)
ORCA calculation (wB97M-V/def2-TZVPD) on C17H26N2O2 in the gas phase at a distorted geometry.

## Properties
Structure (SMILES): O=C(CN[C@@]12C[C@@H]3C[C@@H](C[C@@](O)(C3)C1)C2)N1CC[C@@H]2C[C@@H]21
Energy above the lowest of the compared OMol25 structures with the same formula, charge and spin: 22.4 kcal per mole
Calculated total energy: -25125.9452 eV

Structure (ORCA input):
```
! wB97M-V def2-TZVPD RIJCOSX def2/J DEFGRID3
* xyz 0 1
O 1.36 -2.54 -0.30
C 1.36 -1.59 -1.06
C 1.84 -0.21 -0.56
N 1.64 0.11 0.88
C 0.39 0.69 1.44
C -0.09 1.94 0.63
C -1.38 2.53 1.30
C -1.07 2.99 2.72
C -0.61 1.79 3.52
C -1.75 0.71 3.58
C -2.00 0.24 2.13
O -3.00 -0.74 2.26
C -2.47 1.44 1.28
C -0.75 -0.36 1.46
C 0.64 1.12 2.91
N 0.90 -1.75 -2.36
C 0.40 -3.00 -2.94
C 0.55 -2.89 -4.46
C 1.04 -1.49 -4.77
C 2.45 -1.16 -4.31
C 1.28 -0.80 -3.44
H 1.38 0.60 -1.14
H 2.90 -0.12 -0.75
H 1.97 -0.67 1.46
H -0.32 1.76 -0.44
H 0.72 2.68 0.69
H -1.69 3.40 0.72
H -0.22 3.72 2.70
H -1.93 3.51 3.16
H -0.41 2.14 4.56
H -2.65 1.21 3.97
H -1.44 -0.14 4.22
H -2.58 -1.49 2.71
H -2.67 1.09 0.31
H -3.39 1.88 1.74
H -0.41 -1.23 2.02
H -0.97 -0.75 0.43
H 1.48 1.83 3.00
H 0.84 0.24 3.48
H 0.97 -3.88 -2.61
H -0.66 -3.04 -2.66
H 1.28 -3.60 -4.83
H -0.42 -3.13 -4.92
H 0.49 -0.92 -5.52
H 3.02 -0.32 -4.78
H 3.06 -2.04 -4.07
H 0.93 0.24 -3.35
*
```

(3)
ORCA calculation (wB97M-V/def2-TZVPD) on a molecular structure, C11H18N7RuS2 at a distorted geometry.

## Properties
Calculated total energy: -46353.8841 eV

Structure (ORCA input):
```
! wB97M-V def2-TZVPD RIJCOSX def2/J DEFGRID3
* xyz 3 1
Ru -0.84 0.27 -0.74
C 2.46 3.55 3.95
C 1.26 3.21 3.09
N 1.19 1.76 2.82
C 0.63 1.18 1.80
S -0.17 2.08 0.55
N 0.69 -0.21 1.84
N 0.07 -0.77 0.83
C -0.04 -2.11 0.85
C 0.53 -2.96 1.91
C -0.85 -2.65 -0.24
C -1.12 -4.00 -0.36
C -1.98 -4.44 -1.36
C -2.55 -3.52 -2.20
C -2.21 -2.17 -2.07
N -1.38 -1.74 -1.12
H 2.46 4.61 4.16
H 3.40 3.31 3.44
H 2.44 3.01 4.90
H 1.26 3.75 2.14
H 0.33 3.49 3.60
H 1.62 1.15 3.51
H 0.97 -2.37 2.71
H 1.30 -3.61 1.48
H -0.24 -3.62 2.32
H -0.67 -4.70 0.33
H -2.22 -5.50 -1.45
H -3.24 -3.81 -2.98
H -2.62 -1.42 -2.73
N 0.70 0.50 -2.12
N 0.54 1.63 -2.96
C -0.67 2.16 -3.15
N -0.85 3.13 -4.00
S -2.00 1.53 -2.24
H 1.58 0.61 -1.62
H 0.75 -0.33 -2.71
H 1.35 1.92 -3.51
H -0.12 3.52 -4.58
H -1.77 3.55 -4.11
*
```

(4)
ORCA calculation (wB97M-V/def2-TZVPD) on a molecular structure, C19H29N5O14V at a distorted geometry.

## Properties
<S²>: 0.754
Calculated total energy: -81955.6498 eV

Structure (ORCA input):
```
! wB97M-V def2-TZVPD RIJCOSX def2/J DEFGRID3
* xyz 0 2
O -5.41 1.82 0.77
V -4.35 1.84 -0.39
O -3.11 2.70 0.14
C -1.87 -0.19 1.69
C -1.66 -0.13 0.18
O -2.85 0.04 -0.60
H -2.51 -1.02 2.01
H -2.26 0.74 2.09
H -0.87 -0.28 2.11
H -1.31 -1.06 -0.24
H -1.01 0.73 0.01
C 0.59 -2.73 -2.91
C 0.14 -1.37 -3.49
O -0.93 -1.44 -4.35
H -0.13 -3.52 -3.11
H 0.86 -2.57 -1.87
H 1.42 -3.18 -3.46
H 1.05 -0.93 -3.90
H -0.21 -0.87 -2.59
C -4.03 -4.39 4.01
N -2.69 -4.55 3.44
O -2.34 -5.67 3.19
O -2.06 -3.51 3.18
H -3.89 -4.69 5.05
H -4.70 -5.08 3.51
H -4.45 -3.39 4.11
C -0.76 -4.60 0.18
N -1.89 -4.55 -0.75
O -2.12 -3.45 -1.28
O -2.48 -5.58 -1.05
H -0.59 -3.57 0.50
H 0.15 -5.07 -0.21
H -1.09 -5.28 0.96
C -1.12 -0.33 4.92
N -2.16 -0.64 5.88
O -3.02 -1.50 5.53
O -2.21 -0.02 6.96
H -1.42 0.56 4.36
H -1.10 -1.27 4.36
H -0.20 -0.10 5.45
C 0.18 2.96 -2.23
C -0.22 4.16 -1.69
C 0.13 5.36 -2.36
C 0.84 5.33 -3.59
C 1.18 4.08 -4.08
C 0.95 2.89 -3.36
N 1.14 6.58 -4.38
O 0.82 7.64 -3.83
O 1.61 6.56 -5.52
H -0.01 1.99 -1.80
H -0.95 4.12 -0.90
H -0.30 6.24 -1.90
H 1.79 4.07 -4.97
H 1.38 2.02 -3.83
C 2.55 0.70 -0.66
C 2.88 0.27 0.60
C 4.19 0.44 1.07
C 5.15 1.11 0.29
C 4.82 1.51 -1.01
C 3.53 1.25 -1.47
N 6.40 1.53 0.91
O 6.80 2.61 0.44
O 6.94 0.81 1.75
H 1.54 0.44 -0.97
H 2.12 -0.27 1.16
H 4.45 0.01 2.03
H 5.44 2.15 -1.62
H 3.29 1.52 -2.48
*
```

Question: Look up the calculated total energy of the first one.
Answer: -112353.9139 eV

Repeat the second record exactly.
ORCA calculation (wB97M-V/def2-TZVPD) on C17H26N2O2 in the gas phase at a distorted geometry.

## Properties
Structure (SMILES): O=C(CN[C@@]12C[C@@H]3C[C@@H](C[C@@](O)(C3)C1)C2)N1CC[C@@H]2C[C@@H]21
Energy above the lowest of the compared OMol25 structures with the same formula, charge and spin: 22.4 kcal per mole
Calculated total energy: -25125.9452 eV

Structure (ORCA input):
```
! wB97M-V def2-TZVPD RIJCOSX def2/J DEFGRID3
* xyz 0 1
O 1.36 -2.54 -0.30
C 1.36 -1.59 -1.06
C 1.84 -0.21 -0.56
N 1.64 0.11 0.88
C 0.39 0.69 1.44
C -0.09 1.94 0.63
C -1.38 2.53 1.30
C -1.07 2.99 2.72
C -0.61 1.79 3.52
C -1.75 0.71 3.58
C -2.00 0.24 2.13
O -3.00 -0.74 2.26
C -2.47 1.44 1.28
C -0.75 -0.36 1.46
C 0.64 1.12 2.91
N 0.90 -1.75 -2.36
C 0.40 -3.00 -2.94
C 0.55 -2.89 -4.46
C 1.04 -1.49 -4.77
C 2.45 -1.16 -4.31
C 1.28 -0.80 -3.44
H 1.38 0.60 -1.14
H 2.90 -0.12 -0.75
H 1.97 -0.67 1.46
H -0.32 1.76 -0.44
H 0.72 2.68 0.69
H -1.69 3.40 0.72
H -0.22 3.72 2.70
H -1.93 3.51 3.16
H -0.41 2.14 4.56
H -2.65 1.21 3.97
H -1.44 -0.14 4.22
H -2.58 -1.49 2.71
H -2.67 1.09 0.31
H -3.39 1.88 1.74
H -0.41 -1.23 2.02
H -0.97 -0.75 0.43
H 1.48 1.83 3.00
H 0.84 0.24 3.48
H 0.97 -3.88 -2.61
H -0.66 -3.04 -2.66
H 1.28 -3.60 -4.83
H -0.42 -3.13 -4.92
H 0.49 -0.92 -5.52
H 3.02 -0.32 -4.78
H 3.06 -2.04 -4.07
H 0.93 0.24 -3.35
*
```

Question: Number 4 is which compound?
Answer: C19H29N5O14V

Please write out number 4 again, unchanged.
ORCA calculation (wB97M-V/def2-TZVPD) on a molecular structure, C19H29N5O14V at a distorted geometry.

## Properties
<S²>: 0.754
Calculated total energy: -81955.6498 eV

Structure (ORCA input):
```
! wB97M-V def2-TZVPD RIJCOSX def2/J DEFGRID3
* xyz 0 2
O -5.41 1.82 0.77
V -4.35 1.84 -0.39
O -3.11 2.70 0.14
C -1.87 -0.19 1.69
C -1.66 -0.13 0.18
O -2.85 0.04 -0.60
H -2.51 -1.02 2.01
H -2.26 0.74 2.09
H -0.87 -0.28 2.11
H -1.31 -1.06 -0.24
H -1.01 0.73 0.01
C 0.59 -2.73 -2.91
C 0.14 -1.37 -3.49
O -0.93 -1.44 -4.35
H -0.13 -3.52 -3.11
H 0.86 -2.57 -1.87
H 1.42 -3.18 -3.46
H 1.05 -0.93 -3.90
H -0.21 -0.87 -2.59
C -4.03 -4.39 4.01
N -2.69 -4.55 3.44
O -2.34 -5.67 3.19
O -2.06 -3.51 3.18
H -3.89 -4.69 5.05
H -4.70 -5.08 3.51
H -4.45 -3.39 4.11
C -0.76 -4.60 0.18
N -1.89 -4.55 -0.75
O -2.12 -3.45 -1.28
O -2.48 -5.58 -1.05
H -0.59 -3.57 0.50
H 0.15 -5.07 -0.21
H -1.09 -5.28 0.96
C -1.12 -0.33 4.92
N -2.16 -0.64 5.88
O -3.02 -1.50 5.53
O -2.21 -0.02 6.96
H -1.42 0.56 4.36
H -1.10 -1.27 4.36
H -0.20 -0.10 5.45
C 0.18 2.96 -2.23
C -0.22 4.16 -1.69
C 0.13 5.36 -2.36
C 0.84 5.33 -3.59
C 1.18 4.08 -4.08
C 0.95 2.89 -3.36
N 1.14 6.58 -4.38
O 0.82 7.64 -3.83
O 1.61 6.56 -5.52
H -0.01 1.99 -1.80
H -0.95 4.12 -0.90
H -0.30 6.24 -1.90
H 1.79 4.07 -4.97
H 1.38 2.02 -3.83
C 2.55 0.70 -0.66
C 2.88 0.27 0.60
C 4.19 0.44 1.07
C 5.15 1.11 0.29
C 4.82 1.51 -1.01
C 3.53 1.25 -1.47
N 6.40 1.53 0.91
O 6.80 2.61 0.44
O 6.94 0.81 1.75
H 1.54 0.44 -0.97
H 2.12 -0.27 1.16
H 4.45 0.01 2.03
H 5.44 2.15 -1.62
H 3.29 1.52 -2.48
*
```